Entry 1:
156
Properties=species:S:1:pos:R:3 method="wB97M-V/def2-TZVPD" homo_lumo_gap_ha=0.3022 energy_ev=-474400.2934 smiles=CCN(CC)CC.CCN(CC)CC.CCN(CC)CC.CCN(CC)CC.CCN(CC)CC.CCN(CC)CC.BrCCBr.BrCCBr.BrCCBr e_homo_ev=-8.00 charge=0 lumo_energy_ha=0.0081
Br -1.76 -2.97 5.59
Br 2.76 -2.42 4.02
Br -0.65 0.16 -4.19
Br 1.21 -3.75 -6.09
Br -2.87 1.44 2.56
Br -3.45 0.07 7.02
N -0.16 -2.04 0.71
N 3.31 2.57 3.67
N 3.28 0.92 -4.10
N -1.39 -6.70 1.84
N 1.10 5.30 -2.19
N -5.04 1.33 -1.30
C -0.73 4.35 -3.66
C 1.08 -6.33 2.23
C -1.70 -6.45 3.27
C -2.58 -6.38 0.99
C 0.24 4.12 -0.19
C 0.76 -2.02 4.39
C -3.90 2.26 -1.53
C -0.45 0.09 -0.53
C -4.35 3.47 -2.30
C -0.16 5.58 -2.90
C 1.42 6.54 -1.39
C 3.26 2.53 1.13
C 3.91 0.67 -2.80
C 2.82 2.27 -4.25
C 4.67 1.56 5.58
C 3.93 0.30 -5.29
C 2.15 1.63 3.70
C -4.40 -0.01 -1.06
C 0.88 -2.17 -4.96
C -4.08 -0.70 -2.42
C -2.38 -2.45 1.80
C -0.22 -1.25 -5.59
C 1.14 4.06 -1.37
C 2.21 -2.72 0.29
C -2.74 0.82 5.33
C 0.78 -2.77 -0.25
C -2.40 -6.96 -0.40
C -1.54 -2.49 0.50
C 3.20 0.53 -6.59
C 3.81 -0.79 -2.38
C -0.19 -5.94 1.47
C -0.04 -0.61 0.79
C 0.74 2.30 3.74
C 4.55 1.83 4.06
C -5.91 1.83 -0.26
C 2.87 6.45 -0.90
C -7.18 0.97 -0.18
C -2.77 -7.39 3.83
C 3.97 3.17 -4.66
C -3.80 0.76 4.24
C 3.38 3.38 2.43
C 0.10 -3.30 5.01
H 0.07 4.03 -4.33
H 4.09 -0.77 -5.15
H -4.62 3.23 -3.33
H -3.54 4.18 -2.39
H 0.47 3.02 2.97
H 5.58 1.00 5.82
H 2.84 -1.01 -1.93
H 4.69 0.93 3.46
H 3.07 5.85 -0.02
H -0.80 -0.45 -1.40
H 5.44 2.43 3.86
H -2.01 -1.84 -0.24
H 0.45 -3.78 -0.48
H 2.57 -1.75 0.65
H 0.66 -2.28 -1.21
H 4.95 0.70 -5.34
H -7.29 0.35 -1.07
H -2.49 -8.44 3.76
H -0.34 -4.86 1.56
H -0.01 1.53 3.94
H -4.10 -0.28 4.11
H 2.25 0.83 2.96
H 4.06 -1.57 -3.10
H 3.52 6.15 -1.73
H 4.29 3.98 2.37
H -3.78 -7.20 3.46
H -1.21 0.83 -0.27
H 4.98 0.85 -2.75
H -1.72 -2.79 2.60
H -2.35 1.79 5.62
H 4.39 2.97 -5.64
H -2.80 -1.45 1.95
H -7.18 0.24 0.63
H 3.06 -0.48 -6.99
H 3.25 7.42 -0.59
H 3.71 3.04 0.27
H 4.60 -0.92 -1.64
H 2.21 2.37 0.89
H 1.94 2.44 -4.88
H 2.15 3.85 -1.04
H 0.04 6.44 -3.53
H 0.45 -2.55 -4.04
H -5.45 1.82 0.73
H -3.22 -6.51 -0.96
H 0.84 3.24 -2.02
H -0.95 3.44 -3.11
H -4.92 -1.01 -3.04
H -8.02 1.66 -0.24
H -3.55 0.03 -0.39
H -0.79 -6.55 3.87
H -3.40 2.53 -0.61
H -2.35 -8.05 -0.36
H -1.47 -6.67 -0.88
H 2.21 0.95 -6.43
H 3.83 1.18 -7.19
H 1.81 -1.63 -4.78
H -6.27 2.83 -0.51
H 0.04 -4.17 4.36
H -1.87 0.23 5.03
H 2.61 4.14 2.46
H 3.41 1.31 -2.08
H 0.72 -1.21 5.12
H -0.05 -5.96 0.39
H -2.85 -7.23 4.91
H -0.95 5.86 -2.20
H 0.39 0.70 -0.86
H -3.20 -3.17 1.73
H 3.84 0.94 5.92
H 0.97 -0.28 1.05
H 3.63 4.17 -4.91
H 0.76 2.95 4.61
H 0.72 4.47 0.72
H 2.12 1.02 4.60
H 0.05 -0.83 -6.55
H -5.03 -0.63 -0.42
H 3.85 1.62 1.25
H 2.48 2.63 -3.28
H 2.36 -3.41 1.13
H -4.65 1.36 4.56
H 0.58 -3.60 5.95
H -5.21 4.00 -1.89
H -0.70 -0.23 1.56
H -1.97 -5.40 3.42
H -3.57 -1.64 -2.21
H -2.79 -5.31 1.03
H 2.10 -6.20 1.86
H -0.58 4.84 -0.27
H -1.15 -1.80 -5.71
H 0.73 6.63 -0.55
H -1.53 -3.47 0.02
H 2.84 -3.07 -0.53
H 1.33 7.45 -1.98
H 1.05 -5.91 3.23
H -3.43 -6.88 1.44
H -0.06 3.09 -0.03
H -1.57 4.60 -4.31
H 0.99 -7.37 2.57
H -3.46 -0.12 -3.09
H 4.60 2.46 6.17
H 4.74 3.31 -3.90
H 0.31 -1.73 3.44
H -3.05 1.90 -2.11

Entry 2:
14
Properties=species:S:1:pos:R:3 method="wB97M-V/def2-TZVPD" homo_lumo_gap_ha="0.2382 / 0.3291" energy_ev=-8828.3197 s_squared=2.01 multiplicity=3 e_homo_ev="-5.45 / -10.22" charge=0 lumo_energy_ha="0.0378 / -0.0466"
O 3.23 0.12 0.13
N 2.03 -0.41 0.03
C -1.19 0.54 -0.33
C -1.36 -0.58 0.60
C 0.82 0.00 -0.18
C -0.41 -0.80 -0.52
C 0.07 1.29 0.01
H -0.27 -1.61 -1.26
H -2.28 -1.07 0.32
H -1.10 -0.62 1.75
H 0.09 1.56 1.00
H -1.98 1.00 -0.85
H 2.09 -1.50 -0.07
H 0.26 2.08 -0.64

Entry 3:
14
Properties=species:S:1:pos:R:3 method="wB97M-V/def2-TZVPD" homo_lumo_gap_ha=0.3878 energy_ev=-9843.6773 smiles="[H]/N=C(/C)OCC=O" e_homo_ev=-9.87 charge=0 lumo_energy_ha=0.0252
O -0.97 -1.83 -2.47
O -0.53 0.85 -0.18
N 0.69 -0.84 0.94
C 1.12 1.22 1.64
C 0.37 0.38 0.69
C -0.58 -0.82 -1.93
C -1.33 -0.16 -0.79
H -2.22 0.33 -1.18
H 0.64 -1.57 0.24
H 1.32 0.06 2.07
H 0.35 -0.30 -2.25
H 0.64 2.16 1.99
H -1.62 -0.92 -0.06
H 2.13 1.43 1.29

Entry 4:
13
Properties=species:S:1:pos:R:3 method="wB97M-V/def2-TZVPD" homo_lumo_gap_ha=0.4048 energy_ev=-9818.2280 smiles="CC(=O)O[N+]1=CC1" e_homo_ev=-16.04 charge=+1 lumo_energy_ha=-0.1847
O -0.54 -0.60 0.03
O 0.28 1.49 0.57
N 0.17 -0.46 -1.07
C -1.25 0.21 2.05
C 0.40 -0.74 -2.26
C 1.58 -0.15 -1.46
C -0.38 0.61 0.94
H -1.89 -0.70 1.69
H -1.76 1.23 2.39
H -0.04 -1.02 -3.16
H 1.69 0.98 -1.47
H -0.65 -0.18 2.83
H 2.41 -0.68 -1.09

The calculation returns the following ΔE to the lowest compared entry with this formula, charge and spin values, one per record and in order: 5.7, 296.9, 347.6, 421.9 kJ/mol.